Entry 1:
C25H54O11S as an isolated structure in a non-equilibrium geometry, computed with ωB97M-V with the def2-TZVPD basis set.

Values from the calculation:
F_max   5.542 eV Å⁻¹
Gap between HOMO and LUMO   8.649 eV
ΔE to the lowest compared entry with this formula, charge and spin   978.6 kJ/mol
Highest occupied orbital energy   -8.821 eV
LUMO energy   -0.2 eV

Structure (ORCA input):
```
! RIJCOSX wB97M-V def2-TZVPD def2/J DEFGRID3
* xyz 0 1
C 6.102 4.479 2.211
C 6.499 3.717 0.845
O 7.411 2.859 0.863
O 5.721 4.058 -0.285
C 5.172 2.912 -0.960
C 4.383 1.872 -0.052
C 2.948 2.334 0.491
C 2.075 3.431 -0.257
C 2.238 4.917 0.585
C 1.924 6.280 -0.368
O 3.379 5.774 0.150
C 2.055 0.987 0.235
O 2.394 0.064 1.310
S 2.200 1.088 2.648
O 0.790 1.543 2.899
O 2.897 0.304 3.721
O 3.039 2.392 1.964
H 5.739 5.539 1.936
H 7.026 4.624 2.854
H 5.228 3.972 2.731
H 4.437 3.313 -1.746
H 5.955 2.322 -1.568
H 4.973 1.483 0.856
H 4.209 0.937 -0.704
H 2.364 3.659 -1.327
H 0.969 3.238 -0.080
H 1.871 4.943 1.721
H 2.544 6.716 -1.207
H 1.399 5.531 -1.108
H 2.098 0.537 -0.810
H 0.919 1.126 0.387
C -0.554 -2.145 -0.996
C -1.570 -1.071 -1.344
O -1.007 0.045 -2.026
C -0.393 -0.223 -3.279
C -1.345 -0.798 -4.312
H 0.283 -1.717 -0.436
H -1.018 -2.928 -0.392
H -0.142 -2.615 -1.893
H -1.999 -0.683 -0.416
H -2.402 -1.487 -1.920
H 0.481 -0.870 -3.144
H -0.014 0.735 -3.647
H -1.701 -1.790 -4.022
H -0.848 -0.893 -5.279
H -2.224 -0.157 -4.426
C 0.436 0.498 6.439
C 1.095 1.828 6.117
O 0.725 2.875 7.005
C 1.051 2.687 8.373
C 2.540 2.543 8.630
H -0.650 0.610 6.491
H 0.678 -0.242 5.673
H 0.772 0.104 7.401
H 0.779 2.140 5.120
H 2.185 1.728 6.080
H 0.496 1.836 8.783
H 0.689 3.574 8.901
H 2.940 1.631 8.178
H 2.741 2.498 9.702
H 3.089 3.386 8.201
C -1.287 -6.462 -4.805
C -2.302 -5.388 -5.153
O -1.741 -4.275 -5.834
C -1.127 -4.543 -7.086
C -2.078 -5.119 -8.120
H -0.450 -6.034 -4.245
H -1.751 -7.245 -4.200
H -0.875 -6.933 -5.701
H -2.732 -4.999 -4.226
H -3.134 -5.806 -5.730
H -0.253 -5.189 -6.951
H -0.749 -3.586 -7.455
H -2.435 -6.112 -7.830
H -1.581 -5.215 -9.087
H -2.957 -4.479 -8.235
C -5.153 -1.288 1.787
C -5.414 -0.653 0.432
O -5.186 -1.532 -0.661
C -5.984 -2.705 -0.707
C -7.473 -2.425 -0.812
H -4.148 -1.716 1.824
H -5.249 -0.545 2.581
H -5.861 -2.094 1.997
H -4.727 0.188 0.302
H -6.426 -0.238 0.380
H -5.763 -3.350 0.151
H -5.669 -3.257 -1.597
H -7.854 -1.932 0.087
H -8.029 -3.356 -0.942
H -7.683 -1.765 -1.658
*
```

Atom charges from the Löwdin analysis, given in e for atoms 1 to 2: 0.015 -0.408

Entry 2:
A 2-piece molecular cluster, H2N4 overall in a non-equilibrium geometry, computed with ωB97M-V with the def2-TZVPD basis set.

Values from the calculation:
F_max   1.719 eV Å⁻¹
Gap between HOMO and LUMO   10.426 eV
ΔE to the lowest compared entry with this formula, charge and spin   0.0 kJ/mol
Highest occupied orbital energy   -9.571 eV
LUMO energy   0.9 eV
Structure (SMILES)   [H]/N=N\[H].N#N

Structure (ORCA input):
```
! RIJCOSX wB97M-V def2-TZVPD def2/J DEFGRID3
* xyz 0 1
H -1.611 1.991 0.353
N -0.657 2.057 -0.053
N -0.529 1.386 -1.066
H -1.400 0.870 -1.354
N 0.700 -2.209 0.172
N 0.916 -1.643 1.091
*
```

Atom charges from the Löwdin analysis, given in e for atoms 1 to 2: 0.047 -0.047

Entry 3:
C31H38CeN10PSSb as an isolated structure, computed with ωB97M-V with the def2-TZVPD basis set.

Values from the calculation:
F_max   0.527 eV Å⁻¹
<S²>   0.75
Gap between HOMO and LUMO (alpha / beta)   7.217 / 7.233 eV
ΔE to the lowest compared entry with this formula, charge and spin   67.8 kJ/mol
Highest occupied orbital energy (alpha / beta)   -15.134 / -15.132 eV
LUMO energy (alpha / beta)   -7.9 / -7.9 eV

Structure (ORCA input):
```
! RIJCOSX wB97M-V def2-TZVPD def2/J DEFGRID3
* xyz 3 2
Ce 0.311 -1.366 -0.025
C 0.480 1.339 -2.926
C 1.848 1.305 -2.312
C 2.820 2.151 -2.837
C 4.098 2.129 -2.326
C 4.369 1.236 -1.299
C 3.364 0.411 -0.822
N 2.097 0.445 -1.305
Sb 4.075 -0.975 0.668
C 3.294 -2.758 -0.305
C 4.229 -3.772 -0.410
C 3.887 -4.940 -1.085
C 2.614 -5.062 -1.608
C 1.710 -4.024 -1.453
C 0.293 -4.141 -1.933
N 2.062 -2.876 -0.839
C 2.662 -0.436 2.244
C 3.337 -0.120 3.411
C 2.612 0.209 4.551
C 1.237 0.141 4.495
C 0.611 -0.218 3.308
C -0.859 -0.507 3.316
N 1.312 -0.437 2.179
H 0.486 0.843 -3.897
H -0.259 0.846 -2.299
H 0.175 2.370 -3.115
H 2.561 2.809 -3.657
H 4.870 2.776 -2.723
H 5.365 1.173 -0.879
H 5.212 -3.658 0.026
H 4.603 -5.746 -1.189
H 2.307 -5.965 -2.119
H 0.108 -5.121 -2.366
H -0.407 -4.031 -1.098
H 0.071 -3.397 -2.695
H 4.418 -0.135 3.438
H 3.116 0.473 5.472
H 0.635 0.321 5.377
H -1.015 -1.525 3.674
H -1.392 0.154 3.998
H -1.319 -0.445 2.332
N -1.596 -4.380 3.290
C -1.245 -3.622 2.250
S 0.444 -3.507 1.870
N -2.260 -3.024 1.639
N -1.929 -2.343 0.523
C -2.935 -1.924 -0.160
C -2.757 -1.470 -1.540
C -3.871 -1.348 -2.359
C -3.695 -1.167 -3.721
C -2.402 -1.122 -4.227
C -1.351 -1.202 -3.336
N -1.504 -1.338 -2.014
H -0.907 -4.924 3.780
H -2.574 -4.535 3.480
H -3.938 -2.120 0.208
H -4.861 -1.456 -1.932
H -4.549 -1.097 -4.383
H -2.212 -1.033 -5.288
H -0.330 -1.158 -3.698
C -3.133 4.270 0.865
N -2.357 4.111 -0.458
C -0.991 4.815 -0.302
N -0.287 4.307 0.822
C -1.084 4.466 2.042
N -2.363 3.759 1.942
C -2.208 2.307 1.920
P -1.210 1.712 0.454
C -2.191 2.661 -0.818
C 0.187 2.934 0.639
H -4.076 3.740 0.745
H -3.317 5.336 0.982
H -2.879 4.581 -1.200
H -1.215 5.874 -0.183
H -0.447 4.653 -1.231
H -1.277 5.526 2.204
H -0.523 4.085 2.894
H -3.185 1.821 1.918
H -1.697 1.998 2.829
H -3.184 2.218 -0.897
H -1.719 2.606 -1.794
H 0.848 2.878 -0.228
H 0.776 2.638 1.509
*
```

Atom charges from the Löwdin analysis, given in e for atoms 1 to 2: 0.858 -0.036

Entry 4:
C37H62MgN5O4Si as an isolated structure, computed with ωB97M-V with the def2-TZVPD basis set.

Values from the calculation:
F_max   0.777 eV Å⁻¹
Gap between HOMO and LUMO   4.961 eV
ΔE to the lowest compared entry with this formula, charge and spin   51.8 kJ/mol
Highest occupied orbital energy   -2.640 eV
LUMO energy   2.3 eV

Structure (ORCA input):
```
! RIJCOSX wB97M-V def2-TZVPD def2/J DEFGRID3
* xyz -1 1
Mg 0.891 -0.298 -0.356
C 1.845 2.809 2.358
C 1.064 1.741 1.646
N 0.836 1.772 0.391
C 1.273 2.835 -0.476
C 1.610 2.254 -1.853
N 0.684 1.199 -2.249
C -0.662 1.622 -2.643
C -1.704 1.555 -1.516
N -1.550 0.325 -0.789
C -2.656 -0.521 -0.376
C -2.319 -1.994 -0.647
N -1.100 -2.536 -0.079
C -1.095 -2.540 1.351
C -1.811 -3.721 1.967
C -0.577 -1.549 2.126
C -0.647 -1.594 3.587
C -0.139 -0.610 4.352
C 0.485 0.531 3.757
C 0.527 0.547 2.384
N 0.053 -0.421 1.584
H 1.444 3.801 2.133
H 2.873 2.762 1.994
H 1.867 2.670 3.432
H 2.156 3.368 -0.102
H 0.460 3.570 -0.559
H 2.597 1.797 -1.796
H 1.644 3.075 -2.588
H 1.096 0.664 -3.003
H -0.985 0.933 -3.426
H -0.638 2.635 -3.077
H -2.698 1.607 -1.977
H -1.611 2.435 -0.863
H -1.006 0.500 0.044
H -3.565 -0.251 -0.927
H -2.863 -0.384 0.695
H -2.286 -2.125 -1.727
H -3.167 -2.595 -0.279
H -1.841 -4.526 1.232
H -2.848 -3.504 2.263
H -1.309 -4.117 2.853
H -1.139 -2.433 4.058
H -0.220 -0.673 5.432
H 0.875 1.327 4.367
C 5.746 -2.108 -1.927
C 5.717 -0.584 -1.914
C 7.076 -0.032 -2.337
C 4.626 -0.065 -2.849
O 5.500 -0.095 -0.600
Si 4.257 -0.435 0.454
O 2.825 -0.264 -0.163
O 4.573 -1.972 0.960
C 4.051 -2.775 2.014
C 5.126 -2.945 3.080
C 3.718 -4.129 1.388
C 2.795 -2.154 2.612
O 4.483 0.664 1.669
C 5.624 1.184 2.332
C 5.833 2.615 1.834
C 6.889 0.372 2.062
C 5.296 1.186 3.824
H 5.848 -2.475 -2.952
H 4.835 -2.519 -1.501
H 6.583 -2.476 -1.333
H 7.307 -0.305 -3.369
H 7.860 -0.425 -1.689
H 7.074 1.055 -2.256
H 4.735 -0.494 -3.847
H 4.688 1.022 -2.926
H 3.648 -0.331 -2.449
H 6.033 -3.362 2.641
H 4.776 -3.614 3.869
H 5.371 -1.986 3.535
H 4.614 -4.572 0.950
H 2.974 -4.002 0.603
H 3.311 -4.818 2.130
H 2.976 -1.130 2.943
H 2.456 -2.736 3.473
H 1.990 -2.140 1.881
H 5.927 2.610 0.749
H 6.739 3.050 2.263
H 4.988 3.246 2.110
H 7.166 0.429 1.012
H 6.739 -0.675 2.310
H 7.710 0.760 2.672
H 4.326 1.656 3.982
H 6.053 1.733 4.391
H 5.241 0.169 4.209
C -0.500 -2.914 -3.217
C 0.433 -3.197 -2.032
C 1.839 -2.812 -2.506
C 0.208 -2.313 -0.772
C 0.359 -4.675 -1.672
C -0.874 -5.255 -1.350
C -0.968 -6.575 -0.944
C 0.168 -7.368 -0.854
C 1.396 -6.815 -1.176
C 1.486 -5.490 -1.579
H -0.589 -1.835 -3.360
H -1.499 -3.323 -3.088
H -0.089 -3.354 -4.130
H 1.818 -1.786 -2.877
H 2.195 -3.456 -3.317
H 2.560 -2.834 -1.688
H 0.913 -2.771 -0.057
H -1.767 -4.650 -1.397
H -1.938 -6.985 -0.689
H 0.094 -8.401 -0.538
H 2.296 -7.414 -1.111
H 2.463 -5.085 -1.801
*
```

Atom charges from the Löwdin analysis, given in e for atoms 1 to 2: 0.553 -0.007

Entry 5:
A 2-piece molecular cluster, C5H9BrO2S overall in a non-equilibrium geometry, computed with ωB97M-V with the def2-TZVPD basis set.

Values from the calculation:
F_max   13.291 eV Å⁻¹
<S²>   2.01
Gap between HOMO and LUMO (alpha / beta)   5.647 / 7.039 eV
ΔE to the lowest compared entry with this formula, charge and spin   308.8 kJ/mol
Highest occupied orbital energy (alpha / beta)   -4.963 / -9.562 eV
LUMO energy (alpha / beta)   0.7 / -2.5 eV

Structure (ORCA input):
```
! RIJCOSX wB97M-V def2-TZVPD def2/J DEFGRID3
* xyz 0 3
C -3.036 0.781 0.823
C -2.953 1.474 -0.580
C -2.431 0.109 -0.291
C 3.986 0.196 0.187
C -1.712 -0.818 -0.760
O 2.671 -1.840 0.707
O 1.328 -0.075 -0.414
S 2.588 -0.792 -0.580
Br -1.260 -2.393 0.370
H -2.285 1.240 1.608
H -3.918 0.404 1.127
H -3.896 1.672 -1.166
H -2.127 2.124 -0.811
H 3.717 0.791 1.010
H 4.798 -0.580 0.428
H 4.317 0.922 -0.677
H -1.545 -1.117 -1.757
H 1.758 -2.095 0.775
*
```

Atom charges from the Löwdin analysis, given in e for atoms 1 to 2: -0.091 -0.063

> Which value of ΔE to the lowest compared entry with this formula, charge and spin does entry 5 give?

308.8 kJ/mol

> Number 2 is which compound?

H2N4